No. 1
Density functional theory data (ωB97M-V/def2-TZVPD) for a 2-piece molecular cluster, C5H9NO overall.

Lowest unoccupied orbital energy = 0.7 eV
E = -325.6667 hartree
Frontier orbital gap = 8.29 eV
Strongest force on any atom = 0.51 eV/Å
Relative energy (zero: lowest compared OMol25 entry of this formula, charge and spin) = 169.96 kcal per mole
Highest occupied orbital energy = -7.6 eV

```
! wB97M-V def2-TZVPD RIJCOSX def2/J DEFGRID3
* xyz 0 1
C -1.3420 -0.0890 1.4093
C -1.0577 0.2090 0.0756
N -0.8551 1.3573 -0.7196
C 0.0682 0.2062 -0.8573
C 1.4657 0.4155 -0.3337
C 2.0677 -0.8508 0.2245
O 1.4707 -1.8954 0.3304
H -0.7540 -0.8523 1.9053
H -2.0422 0.5249 1.9628
H -2.0326 -0.6495 0.2420
H -2.1558 -0.5795 -0.9144
H -1.5072 1.4205 -1.4950
H -0.0386 -0.4296 -1.7318
H 1.4581 1.1697 0.4642
H 2.1294 0.8096 -1.1157
H 3.1255 -0.7667 0.5535
*
```

=====

No. 2
Density functional theory data (ωB97M-V/def2-TZVPD) for C20H19N2O7RuS as an isolated structure.

Lowest unoccupied orbital energy (alpha / beta) = -1.4 / -1.0 eV
E = -1902.7462 hartree
Frontier orbital gap (alpha / beta) = 7.65 / 8.00 eV
Strongest force on any atom = 2.17 eV/Å
Relative energy (zero: lowest compared OMol25 entry of this formula, charge and spin) = 44.91 kcal per mole
Highest occupied orbital energy (alpha / beta) = -9.0 / -9.0 eV

```
! wB97M-V def2-TZVPD RIJCOSX def2/J DEFGRID3
* xyz 0 2
Ru 1.0182 0.4445 0.8730
O -2.3594 2.6205 0.2641
C -1.7061 1.7189 0.7152
O -0.4782 1.4637 0.2263
C -2.2361 0.7481 1.7504
C -2.0993 -0.6990 1.2330
C -3.0299 -1.6308 1.9967
C -2.3577 -1.6434 3.3925
C -1.0899 -0.8220 3.1402
O -0.7973 -1.0896 1.7404
C -1.4138 0.6680 3.0833
C -0.1739 1.5584 3.0177
O -0.2911 2.7583 3.0951
O 0.9814 0.8955 2.8401
H -3.2766 1.0088 1.9265
H -2.1056 -0.7930 0.1502
H -3.0114 -2.6236 1.5480
H -4.0592 -1.2757 2.0057
H -2.1177 -2.6553 3.7126
H -2.9749 -1.1814 4.1630
H -0.2256 -1.0742 3.7434
H -1.9898 1.0018 3.9458
C 2.4905 4.7800 3.7710
C 2.8864 3.8119 2.6930
C 2.0628 3.6273 1.5860
C 2.4028 2.7182 0.5993
C 3.5982 1.9995 0.7128
C 4.4322 2.1606 1.7982
C 4.0647 3.0784 2.7773
S 3.8750 0.7705 -0.4958
O 5.0502 0.0075 -0.1877
O 3.7209 1.3319 -1.8021
N 2.5417 -0.1291 -0.1274
C 2.3334 -1.4736 -0.5099
C 3.2061 -2.3648 -1.1149
C 2.7187 -3.6425 -1.3392
C 1.4279 -3.9906 -0.9521
C 0.6461 -3.0261 -0.3424
N 1.0994 -1.7939 -0.1478
H 1.4057 4.8620 3.8239
H 2.8985 5.7726 3.5679
H 2.8645 4.4600 4.7433
H 1.1325 4.1704 1.5094
H 1.7998 2.6510 -0.3021
H 5.3332 1.5684 1.8829
H 4.7040 3.2072 3.6429
H 4.2105 -2.0705 -1.3786
H 3.3561 -4.3762 -1.8159
H 1.0387 -4.9846 -1.1179
H -0.3624 -3.2272 -0.0029
*
```

=====

No. 3
Density functional theory data (ωB97M-V/def2-TZVPD) for C5H5AlCl2NO5Yb as an isolated structure.

Lowest unoccupied orbital energy (alpha / beta) = -16.0 / -16.6 eV
E = -2944.4073 hartree
Frontier orbital gap (alpha / beta) = 7.77 / 7.09 eV
Strongest force on any atom = 6.36 eV/Å
Relative energy (zero: lowest compared OMol25 entry of this formula, charge and spin) = 26.45 kcal per mole
Highest occupied orbital energy (alpha / beta) = -23.7 / -23.7 eV

```
! wB97M-V def2-TZVPD RIJCOSX def2/J DEFGRID3
* xyz 4 2
Yb 0.8168 2.7953 -3.5105
Al 0.2197 -0.1485 -0.9997
Cl 2.7111 1.5748 -4.2730
Cl -0.6704 1.1228 -2.5146
C -0.3177 0.5562 0.8744
C 1.9883 3.8054 -5.6830
C 0.2998 5.0520 -4.7452
O -0.6391 0.4409 1.9788
O 2.2806 4.5354 -6.5213
O 0.3110 6.0098 -5.3916
N -0.9276 -4.1124 0.1010
C 0.5643 -3.7234 -0.1369
C 0.4729 -2.2995 -0.6042
O -0.7387 -1.7729 -0.6356
O 1.4397 -1.5682 -1.0347
H -1.3472 -3.5092 0.8389
H -1.0193 -5.1078 0.2794
H -1.4788 -3.9412 -0.7472
H 1.0575 -3.7511 0.8608
H 1.0728 -4.3662 -0.9021
*
```

=====

No. 4
Density functional theory data (ωB97M-V/def2-TZVPD) for a 2-piece molecular cluster, Cl2H2O2P2 overall.

Lowest unoccupied orbital energy (alpha / beta) = 0.0 / -4.6 eV
E = -1754.6910 hartree
Frontier orbital gap (alpha / beta) = 7.94 / 6.27 eV
Strongest force on any atom = 5.18 eV/Å
Relative energy (zero: lowest compared OMol25 entry of this formula, charge and spin) = 10.11 kcal per mole
Highest occupied orbital energy (alpha / beta) = -8.0 / -10.9 eV

```
! wB97M-V def2-TZVPD RIJCOSX def2/J DEFGRID3
* xyz 0 3
O -1.9367 1.2929 -1.3076
O 0.2798 0.2437 -0.6352
P 1.4197 -1.0579 -0.3538
P -1.1921 0.7701 -0.2345
Cl -1.0826 1.7236 1.5273
Cl -1.5162 -2.1530 0.4607
H 1.7163 -0.7556 1.1806
H 2.3118 -0.0638 -0.6374
*
```

=====

No. 5
Density functional theory data (ωB97M-V/def2-TZVPD) for a 2-piece molecular cluster, C4H9NO3 overall.

Lowest unoccupied orbital energy = 0.8 eV
Structure (SMILES) = C/C(O)=C/O.NC=O
E = -438.2852 hartree
Frontier orbital gap = 8.73 eV
Strongest force on any atom = 0.93 eV/Å
Relative energy (zero: lowest compared OMol25 entry of this formula, charge and spin) = 27.52 kcal per mole
Highest occupied orbital energy = -8.0 eV

```
! wB97M-V def2-TZVPD RIJCOSX def2/J DEFGRID3
* xyz 0 1
C -0.1835 -1.0892 2.2267
C 1.0204 1.5912 -1.5861
C -0.0656 0.8914 -0.8272
N 0.6150 -1.6267 1.3048
C -0.7437 -0.1355 -1.3361
O -0.2407 1.4259 0.4279
O -1.2943 -0.6534 2.0074
O -1.7329 -0.8852 -0.7489
H -0.9820 1.0056 0.8834
H -1.8077 -0.6933 0.2061
H 0.2517 -1.0875 3.2374
H 1.5377 -1.9493 1.5181
H 0.3029 -1.6569 0.3307
H -0.5525 -0.4644 -2.3455
H 0.7422 2.6318 -1.7528
H 1.9403 1.5865 -1.0020
H 1.1928 1.1089 -2.5437
*
```

=====

No. 6
Density functional theory data (ωB97M-V/def2-TZVPD) for a 2-piece molecular cluster, CH4OS2 overall.

Lowest unoccupied orbital energy (alpha / beta) = -0.4 / -0.4 eV
E = -912.0322 hartree
Frontier orbital gap (alpha / beta) = 8.01 / 8.01 eV
Strongest force on any atom = 3.84 eV/Å
Relative energy (zero: lowest compared OMol25 entry of this formula, charge and spin) = 37.24 kcal per mole
Highest occupied orbital energy (alpha / beta) = -8.4 / -8.4 eV

```
! wB97M-V def2-TZVPD RIJCOSX def2/J DEFGRID3
* xyz 0 1
C -0.4860 0.4071 0.0098
O -0.1485 0.9500 -1.2919
S 1.5984 -1.3258 1.8011
S -0.0299 -1.9317 0.7731
H 0.1651 0.7622 0.7884
H 0.7921 1.2827 -1.1407
H -1.5256 0.3870 0.1519
H 0.9825 -0.6215 2.7878
*
```

=====

No. 7
Density functional theory data (ωB97M-V/def2-TZVPD) for C29H20Br3FeN4O3S2 as an isolated structure.

Lowest unoccupied orbital energy (alpha / beta) = 3.7 / 3.7 eV
E = -11344.0943 hartree
Frontier orbital gap (alpha / beta) = 5.90 / 5.97 eV
Strongest force on any atom = 1.48 eV/Å
Relative energy (zero: lowest compared OMol25 entry of this formula, charge and spin) = 18.65 kcal per mole
Highest occupied orbital energy (alpha / beta) = -2.2 / -2.3 eV

```
! wB97M-V def2-TZVPD RIJCOSX def2/J DEFGRID3
* xyz -2 6
Fe -0.8324 -0.6753 -0.4929
Br 0.0416 0.0621 4.5075
C -1.2562 1.0976 3.5837
C -1.9075 2.1249 4.2609
C -2.8401 2.8873 3.6138
Br -3.6790 4.3117 4.5842
C -3.1726 2.6531 2.2625
C -4.1183 3.3921 1.5216
C -4.3763 3.0383 0.2294
C -3.6842 1.9582 -0.3438
N -2.7712 1.2698 0.2999
C -2.5119 1.5896 1.5860
C -1.4949 0.7776 2.2361
O -0.8896 -0.1591 1.6358
H -1.6747 2.3091 5.2999
H -4.6253 4.2263 1.9866
H -5.1019 3.5803 -0.3641
H -3.8711 1.6732 -1.3705
C 0.7174 -2.3609 -3.3179
N 1.1984 -1.9113 -2.0152
C 1.7492 -3.0630 -1.3087
C 2.2000 -0.8533 -2.1776
C 1.8068 0.5461 -1.7166
C 2.7948 1.5249 -1.8542
C 2.6033 2.8133 -1.3820
C 1.4027 3.1302 -0.7591
C 0.4216 2.1541 -0.6297
C 0.5889 0.8467 -1.1038
H 1.5298 -2.8367 -3.8982
H 0.3267 -1.5252 -3.8857
H -0.0857 -3.0872 -3.1832
H 2.5418 -3.5530 -1.9007
H 0.9578 -3.7843 -1.1057
H 2.1696 -2.7557 -0.3538
H 2.5122 -0.8095 -3.2298
H 3.0917 -1.1257 -1.6066
H 3.7379 1.2620 -2.3302
H 3.3873 3.5563 -1.4845
H 1.2316 4.1297 -0.3725
H -0.5025 2.4328 -0.1344
S -1.5340 0.1627 -2.5358
C -2.9479 -0.6668 -3.0267
C -3.5256 -0.2970 -4.2875
N -3.9640 0.0153 -5.3074
C -3.5154 -1.6539 -2.2565
S -2.7869 -2.1500 -0.7948
C -4.7134 -2.3261 -2.6644
N -5.6748 -2.8789 -2.9821
Br 5.9269 -2.7507 3.3864
C 4.3815 -1.8398 2.7062
C 4.4312 -0.4607 2.5859
C 3.3185 0.1939 2.0741
C 2.2014 -0.5274 1.6751
C 2.1761 -1.9102 1.7902
C 3.2744 -2.5747 2.3300
C 0.9899 -2.7517 1.2951
O 0.9502 -3.9234 1.6720
O 0.1829 -2.1955 0.4802
H 5.3157 0.0854 2.8862
H 3.3265 1.2743 1.9764
H 1.3404 -0.0216 1.2770
H 3.2307 -3.6504 2.4343
*
```

=====

No. 8
Density functional theory data (ωB97M-V/def2-TZVPD) for C23H28N4RhTe as an isolated structure.

Lowest unoccupied orbital energy = -10.3 eV
E = -1489.8893 hartree
Frontier orbital gap = 7.42 eV
Strongest force on any atom = 0.30 eV/Å
Relative energy (zero: lowest compared OMol25 entry of this formula, charge and spin) = 5.59 kcal per mole
Highest occupied orbital energy = -17.7 eV

```
! wB97M-V def2-TZVPD RIJCOSX def2/J DEFGRID3
* xyz 3 1
Rh 0.5289 0.0522 -0.2326
C 2.4200 1.1977 -2.2515
C 2.8029 -0.2421 -2.0098
N 2.4719 -0.6767 -0.6030
C 2.3838 -2.1658 -0.5878
C 1.0937 -2.5518 -1.2634
C 0.8271 -3.7650 -1.8575
C -0.4500 -3.9934 -2.3682
C -1.4283 -3.0151 -2.2637
C -1.1059 -1.8085 -1.6674
C -2.0829 -0.6877 -1.4500
N -1.4443 0.5178 -0.8125
C -1.3415 1.6553 -1.7865
C -0.1196 1.4646 -2.6715
N 1.0383 1.4395 -1.7422
N 0.1365 -1.6034 -1.2154
H 2.4998 1.4465 -3.3106
H 3.0866 1.8678 -1.7075
H 3.8632 -0.4094 -2.2052
H 2.2419 -0.8930 -2.6803
H 3.2090 -0.3683 0.0280
H 2.3801 -2.5109 0.4483
H 3.2469 -2.6145 -1.0830
H 1.5949 -4.5250 -1.9147
H -0.6819 -4.9412 -2.8365
H -2.4297 -3.1872 -2.6361
H -2.9049 -1.0252 -0.8172
H -2.5223 -0.3971 -2.4057
H -2.0394 0.8000 -0.0327
H -1.2443 2.5781 -1.2095
H -2.2572 1.7350 -2.3730
H -0.0371 2.2782 -3.3945
H -0.1523 0.5230 -3.2229
H 1.0574 2.3532 -1.2940
Te -0.0242 -1.0331 2.0874
C -1.9838 -0.3017 2.3048
C -3.0004 -1.2260 2.0807
C -4.3211 -0.8108 2.1970
C -4.6118 0.5032 2.5415
C -3.5868 1.4096 2.7859
C -2.2593 1.0139 2.6694
C 1.1527 0.6432 2.5297
C 2.1887 0.6316 3.4479
C 3.0677 1.7116 3.4707
C 2.9444 2.7601 2.5637
C 1.9228 2.7584 1.6248
C 1.0173 1.6980 1.6052
H -2.7825 -2.2629 1.8510
H -5.1218 -1.5216 2.0418
H -5.6417 0.8158 2.6492
H -3.8190 2.4203 3.0951
H -1.4696 1.7099 2.9183
H 2.3097 -0.1838 4.1497
H 3.8570 1.7349 4.2111
H 3.6351 3.5914 2.6086
H 1.8006 3.6024 0.9567
H 0.0848 1.8080 1.0403
*
```